Record 1
ORCA calculation (ωB97M-V with the def2-TZVPD basis set) on 2 unconnected molecules or ions with the total composition C2H2F3NO2 at a distorted geometry.

Each line ends with the natural charge from an NBO analysis.
Element x y z (Å)
C  -0.0144  -0.3964  -0.6454  0.80
C  -0.6528  1.9446  -0.0769  0.88
N  1.1249  -2.0393  0.6286  -0.51
O  -0.2451  -0.7704  -1.7363  -0.53
O  0.4872  -0.7111  0.4529  -0.37
F  0.4535  2.6085  0.2510  -0.33
F  -1.4987  1.8999  0.9534  -0.33
F  -1.2420  2.5018  -1.1311  -0.33
H  0.7110  -2.4189  1.4771  0.37
H  0.8764  -2.6186  -0.1734  0.36

Cartesian forces (eV/Å) of the 2 atoms listed first:
C -2.0 4.1 -1.5
C 0.8 -3.1 -0.8

Calculated values
Highest occupied orbital energy (alpha / beta), eV: -9.11 / -8.92
ΔE to the lowest compared entry with this formula, charge and spin, eV: 5.024


Record 2
ORCA calculation (ωB97M-V with the def2-TZVPD basis set) on 2 unconnected molecules or ions with the total composition C2H2F3NS2 at a distorted geometry.

Each line ends with the natural charge from an NBO analysis.
Element x y z (Å)
C  0.2251  1.0633  -0.9772  0.15
C  0.1566  -0.7223  1.6054  0.80
N  -0.4446  0.2672  -1.7891  -0.79
F  1.4533  -0.3519  1.7051  -0.34
F  0.0501  -1.5444  0.5512  -0.35
F  -0.0725  -1.5389  2.6927  -0.35
S  1.3269  2.1572  -0.8304  0.26
S  -1.0385  0.5683  1.3759  -0.23
H  -0.2287  -0.0583  -2.6960  0.42
H  -1.4276  0.1598  -1.6375  0.43

Cartesian forces (eV/Å) of the 2 atoms listed first:
C -0.6 0.1 0.1
C -0.5 -0.7 0.6

Calculated values
Highest occupied orbital energy (alpha / beta), eV: -8.78 / -8.79
ΔE to the lowest compared entry with this formula, charge and spin, eV: 1.772


Record 3
ORCA calculation (ωB97M-V with the def2-TZVPD basis set) on 2 unconnected molecules or ions with the total composition C2H2F3P at a distorted geometry.

Each line ends with the natural charge from an NBO analysis.
Element x y z (Å)
C  -0.1283  -1.9165  -0.0321  -0.08
C  -0.0597  2.2378  -0.2526  0.65
F  0.9720  -2.5650  -0.2244  -0.32
F  0.6086  2.5804  0.8429  -0.34
F  -1.2203  2.8006  -0.1521  -0.32
P  -0.2502  -0.2475  -0.1337  0.27
H  -1.0360  -2.5397  0.0418  0.17
H  1.1139  -0.3502  -0.0897  -0.03

Cartesian forces (eV/Å) of the 2 atoms listed first:
C -3.1 0.9 -0.2
C 0.8 0.8 0.0

Calculated values
Highest occupied orbital energy, eV: -9.56
ΔE to the lowest compared entry with this formula, charge and spin, eV: 3.362


Q: Which formula does entry 1 have?
A: C2H2F3NO2


Q: Which formula does entry 2 have?
A: C2H2F3NS2


Q: Which formula does entry 2 have?
A: C2H2F3NS2


Q: What is the ΔE to the lowest compared entry with this formula, charge and spin in the second record?
A: 1.772 eV